C36H30F4N | the ωB97M-V functional and the def2-TZVPD basis

Geometry as XYZ:
```
71
Properties=species:S:1:pos:R:3:mulliken_charge:R:1
F -1.20 -3.87 1.77 -0.324
C -0.41 -2.82 2.17 0.117
C 0.95 -3.06 2.36 -0.862
C 1.72 -1.96 2.73 0.172
F 3.05 -2.15 2.99 -0.336
C 1.21 -0.67 2.86 0.038
C -0.16 -0.47 2.67 0.814
C -0.69 0.92 2.77 1.232
C -1.11 1.50 1.49 1.227
C -1.22 2.89 1.47 -0.988
C -1.32 3.53 0.24 0.252
F -1.18 4.90 0.19 -0.320
C -1.46 2.83 -0.96 -1.054
C -1.47 1.44 -0.87 0.295
F -1.50 0.70 -2.03 -0.312
C -1.34 0.76 0.33 -1.383
C -1.00 -1.56 2.35 -0.545
H 1.40 -4.02 2.16 0.551
H 1.83 0.19 3.12 0.509
H -0.05 1.56 3.38 -1.303
H -1.15 3.46 2.40 0.780
H -1.41 3.33 -1.94 0.473
H -1.36 -0.33 0.35 0.566
H -2.08 -1.43 2.18 0.668
C -1.12 3.94 9.95 -0.600
C -0.37 4.60 8.98 -0.936
C -0.21 4.04 7.70 -0.039
C -0.83 2.83 7.37 0.026
C -0.61 2.11 6.00 5.330
C 0.12 3.07 5.05 -0.290
C 1.43 2.83 4.59 0.234
C 1.99 3.67 3.62 -0.778
C 1.29 4.78 3.16 -0.597
C 0.04 5.08 3.69 -1.098
C -0.52 4.25 4.66 -0.626
C 0.20 0.84 6.31 -0.665
C 1.31 0.94 7.17 -0.333
C 2.06 -0.18 7.52 -0.836
C 1.74 -1.43 6.97 -0.845
C 0.64 -1.55 6.13 -0.912
C -0.14 -0.43 5.83 -0.466
C -1.99 1.71 5.40 -2.554
C -3.16 2.65 5.64 -0.495
C -4.16 2.29 4.54 -0.884
C -3.35 1.75 3.36 -0.426
N -2.00 1.50 3.93 0.129
C -1.57 2.16 8.36 -0.447
C -1.70 2.70 9.64 -0.991
H -1.23 4.37 10.94 0.416
H 0.10 5.57 9.19 0.443
H 0.44 4.56 6.98 0.320
H 2.02 1.98 4.96 0.557
H 2.98 3.43 3.21 0.455
H 1.72 5.43 2.39 0.462
H -0.53 5.95 3.36 0.424
H -1.42 4.58 5.18 0.357
H 1.57 1.92 7.60 0.497
H 2.89 -0.07 8.22 0.438
H 2.35 -2.31 7.21 0.436
H 0.37 -2.51 5.69 0.509
H -1.05 -0.61 5.23 0.495
H -2.28 0.73 5.84 0.781
H -3.54 2.49 6.66 0.543
H -2.86 3.70 5.59 0.110
H -4.78 1.43 4.86 0.342
H -4.86 3.10 4.28 0.404
H -3.75 0.79 2.96 0.290
H -3.32 2.43 2.49 0.446
H -1.89 0.43 3.89 0.244
H -2.02 1.19 8.13 0.436
H -2.27 2.16 10.39 0.430
```

net charge	+1
ΔE to the lowest compared entry with this formula, charge and spin	0.000	eV

C4H11CsNO5S | the ωB97M-V functional and the def2-TZVPD basis

Geometry as XYZ:
```
23
Properties=species:S:1:pos:R:3:nbo_charge:R:1
Cs -2.23 -3.88 -4.09 0.808
S -6.74 -2.11 -0.13 2.571
O -5.79 -3.25 0.03 -1.094
O -5.98 -0.97 0.42 -1.081
O -7.10 -1.91 -1.58 -1.107
O -7.95 -2.33 0.61 -1.097
C 1.02 -0.69 1.54 -0.619
C 1.24 0.61 0.70 -0.065
C 2.64 0.88 0.24 -0.065
O 2.84 2.15 -0.31 -0.556
C 4.25 2.40 -0.69 -0.257
N 0.41 0.58 -0.50 -0.844
H 1.51 -1.52 1.02 0.208
H -0.03 -0.77 1.83 0.235
H 1.55 -0.55 2.48 0.207
H 0.90 1.48 1.27 0.171
H 2.83 0.07 -0.46 0.161
H 3.28 0.78 1.13 0.152
H 4.54 3.45 -0.74 0.194
H 4.16 2.02 -1.71 0.182
H 4.93 1.78 -0.11 0.175
H -0.49 0.25 -0.16 0.359
H 0.22 1.53 -0.79 0.360
```

net charge	-1
ΔE to the lowest compared entry with this formula, charge and spin	5.022	eV

C23H20N6O2Pd | the ωB97M-V functional and the def2-TZVPD basis

Geometry as XYZ:
```
52
Properties=species:S:1:pos:R:3:nbo_charge:R:1
Pd -0.09 -0.03 -0.44 0.931
O -3.40 1.96 -2.44 -0.640
C -2.54 1.53 -1.67 0.606
N -1.62 0.58 -1.89 -0.552
C -1.54 -0.12 -3.08 0.082
C -2.40 0.11 -4.17 -0.242
C -2.31 -0.63 -5.32 -0.222
C -1.36 -1.64 -5.43 -0.225
C -0.50 -1.89 -4.39 -0.261
C -0.56 -1.16 -3.19 0.183
N 0.28 -1.38 -2.12 -0.573
C 1.21 -2.35 -2.12 0.600
O 1.46 -3.18 -3.00 -0.640
C 2.05 -2.44 -0.87 0.131
C 3.00 -3.47 -0.83 -0.208
C 3.79 -3.63 0.29 -0.161
C 3.61 -2.74 1.34 -0.255
C 2.67 -1.74 1.20 0.037
N 1.89 -1.59 0.13 -0.454
C -2.49 2.17 -0.30 0.129
C -3.31 3.29 -0.11 -0.209
C -3.29 3.95 1.10 -0.162
C -2.48 3.43 2.10 -0.256
C -1.74 2.29 1.84 0.039
N -1.73 1.67 0.66 -0.456
H -3.14 0.89 -4.09 0.258
H -2.98 -0.42 -6.14 0.206
H -1.28 -2.23 -6.33 0.206
H 0.24 -2.67 -4.48 0.256
H 3.08 -4.11 -1.70 0.258
H 4.51 -4.43 0.35 0.222
H 4.19 -2.82 2.24 0.220
H 2.55 -1.02 2.00 0.194
H -3.93 3.60 -0.93 0.256
H -3.89 4.83 1.27 0.221
H -2.42 3.90 3.07 0.220
H -1.14 1.87 2.63 0.189
C 0.34 -0.63 5.04 -0.653
C 0.69 0.06 3.78 0.186
C 1.54 1.10 3.46 -0.355
C 1.42 1.28 2.07 0.188
N 0.56 0.40 1.59 -0.378
N 0.12 -0.33 2.61 -0.336
C 2.06 2.22 1.09 -0.655
H 0.84 -0.18 5.89 0.238
H 0.62 -1.68 4.98 0.232
H -0.74 -0.59 5.20 0.231
H 2.16 1.66 4.13 0.237
H -0.56 -1.06 2.46 0.426
H 2.73 2.93 1.57 0.229
H 1.27 2.76 0.56 0.241
H 2.60 1.62 0.35 0.241
```

net charge	0
ΔE to the lowest compared entry with this formula, charge and spin	2.481	eV

C23H25N5O3 | the ωB97M-V functional and the def2-TZVPD basis

Geometry as XYZ:
```
56
Properties=species:S:1:pos:R:3:nbo_charge:R:1
C -2.02 -3.44 -1.77 -0.251
H -2.38 -3.35 -2.80 0.181
O -0.73 -2.90 -1.63 -0.499
C -0.55 -1.58 -1.93 0.243
C -1.56 -0.71 -2.31 -0.277
C -1.27 0.62 -2.60 -0.226
C 0.02 1.09 -2.51 -0.008
C 1.04 0.23 -2.10 -0.311
C 0.77 -1.10 -1.81 0.347
O 1.70 -2.02 -1.43 -0.505
C 3.03 -1.60 -1.28 -0.255
H 3.58 -2.49 -0.97 0.207
H 3.45 -1.24 -2.23 0.174
H 3.13 -0.83 -0.52 0.183
H 2.04 0.62 -2.00 0.224
C 0.32 2.55 -2.76 -0.460
C 0.07 3.25 -1.48 0.328
N 1.00 3.77 -0.72 -0.157
O 0.35 4.18 0.41 -0.276
C -0.94 3.86 0.24 0.534
N -1.17 3.30 -0.91 -0.515
C -1.90 4.00 1.36 -0.275
N -1.85 2.76 2.11 -0.439
C -2.40 2.86 3.44 -0.403
H -2.22 1.92 3.96 0.211
H -1.89 3.66 3.99 0.201
H -3.48 3.07 3.45 0.164
C -2.33 1.60 1.38 -0.285
C -1.35 0.46 1.45 0.042
C -1.77 -0.86 1.30 -0.251
C -0.88 -1.91 1.31 -0.173
C 0.48 -1.65 1.47 0.122
C 0.92 -0.34 1.64 -0.229
C 0.01 0.70 1.62 -0.167
H 0.35 1.71 1.76 0.220
H 1.97 -0.16 1.78 0.240
N 1.42 -2.68 1.47 -0.179
C 1.30 -3.93 0.95 -0.018
C 2.49 -4.58 1.18 -0.349
C 3.28 -3.63 1.85 -0.050
N 2.63 -2.50 2.01 -0.272
H 4.28 -3.74 2.21 0.208
H 2.75 -5.58 0.90 0.227
H 0.42 -4.24 0.43 0.227
H -1.23 -2.92 1.22 0.207
H -2.83 -1.06 1.18 0.207
H -3.31 1.27 1.76 0.187
H -2.46 1.86 0.33 0.240
H -2.90 4.23 0.96 0.197
H -1.58 4.82 2.01 0.227
H -0.34 2.95 -3.52 0.237
H 1.36 2.70 -3.05 0.238
H -2.07 1.28 -2.90 0.218
H -2.57 -1.05 -2.40 0.218
H -2.73 -2.97 -1.09 0.173
H -1.93 -4.50 -1.52 0.198
```

SMILES string	COc1ccc(Cc2noc(CN(C)Cc3ccc(-n4cccn4)cc3)n2)cc1OC
net charge	0
ΔE to the lowest compared entry with this formula, charge and spin	3.931	eV

C23H59N5O11V | the ωB97M-V functional and the def2-TZVPD basis

Geometry as XYZ:
```
99
Properties=species:S:1:pos:R:3:lowdin_spin:R:1
O 0.35 -0.48 0.38 0.010
V -0.55 -1.13 -0.81 -0.007
O 0.41 -1.03 -2.10 0.017
C -1.32 -3.26 0.70 0.028
O -1.50 -4.24 1.41 0.669
O -1.84 -2.21 1.08 0.209
O -0.55 -3.29 -0.28 0.072
C -1.98 3.58 -4.99 0.000
C -1.73 2.49 -3.98 0.000
C -0.43 1.77 -4.20 0.000
O -0.59 0.74 -5.22 0.000
C 0.57 0.02 -5.57 0.000
N -1.73 3.15 -2.70 0.000
H -1.30 4.44 -4.95 0.000
H -2.99 3.99 -4.91 0.000
H -1.92 3.14 -5.99 0.000
H -2.54 1.76 -4.09 0.000
H -0.25 1.15 -3.31 0.000
H 0.47 2.36 -4.35 0.000
H 0.20 -0.66 -6.33 0.000
H 1.03 -0.42 -4.68 0.000
H 1.28 0.73 -6.01 0.000
H -0.94 3.77 -2.59 0.000
H -2.52 3.77 -2.82 0.000
C 1.28 1.30 5.29 0.000
C 1.94 2.04 4.11 0.000
C 2.24 1.19 2.88 0.000
O 2.94 0.02 3.35 0.000
C 3.32 -0.85 2.34 0.000
N 1.15 3.22 3.71 0.000
H 0.85 1.84 6.13 0.000
H 1.92 0.46 5.56 0.000
H 0.34 0.95 4.86 0.000
H 2.84 2.54 4.45 0.000
H 2.85 1.80 2.21 0.000
H 1.34 0.88 2.35 0.000
H 2.48 -1.29 1.80 0.000
H 3.99 -1.64 2.68 0.000
H 3.92 -0.28 1.63 0.000
H 0.98 3.92 4.41 0.000
H 0.23 3.01 3.34 0.000
C 3.03 1.10 -2.21 0.000
C 3.97 1.89 -3.17 0.000
C 4.03 1.37 -4.61 0.000
O 4.70 0.08 -4.62 0.000
C 4.41 -0.67 -5.80 0.000
N 3.56 3.33 -3.20 0.000
H 1.97 1.09 -2.47 0.000
H 3.21 1.45 -1.20 0.000
H 3.34 0.06 -2.10 0.000
H 5.01 1.78 -2.87 0.000
H 4.64 2.05 -5.20 0.000
H 3.02 1.33 -5.01 0.000
H 3.36 -0.82 -6.07 0.000
H 4.72 -1.70 -5.62 0.000
H 5.02 -0.28 -6.61 0.000
H 3.77 3.71 -2.29 0.000
H 2.55 3.38 -3.23 0.000
C -1.85 -5.93 6.37 0.000
C -1.86 -4.76 5.42 0.000
C -0.51 -4.38 4.85 0.000
O -0.67 -3.21 4.00 0.001
C 0.55 -2.62 3.58 -0.001
N -2.83 -5.05 4.37 0.001
H -1.64 -6.78 5.72 0.000
H -2.79 -6.09 6.90 0.000
H -1.10 -5.83 7.15 0.000
H -2.33 -3.90 5.90 0.000
H -0.08 -5.22 4.30 0.000
H 0.16 -4.18 5.68 0.000
H 0.33 -1.68 3.06 0.000
H 1.04 -3.33 2.92 0.000
H 1.31 -2.40 4.32 0.000
H -3.72 -5.16 4.83 0.000
H -2.54 -5.92 3.96 0.000
C -2.15 2.34 3.94 0.000
O -1.66 2.56 2.59 0.000
C -1.90 1.49 1.76 0.000
C -1.71 2.01 0.31 0.000
N -1.88 0.98 -0.71 0.000
C -3.29 0.53 -0.69 0.001
C -3.51 -0.39 -1.84 0.000
O -2.45 -1.16 -2.36 0.000
C -2.56 -1.52 -3.69 0.000
H -3.23 2.20 3.90 0.000
H -1.96 3.23 4.53 0.000
H -1.63 1.54 4.47 0.000
H -2.88 1.03 1.88 0.000
H -1.13 0.75 1.96 0.000
H -0.70 2.42 0.25 0.000
H -2.44 2.79 0.06 0.000
H -1.84 1.48 -1.59 0.000
H -4.07 1.29 -0.74 0.000
H -3.34 0.01 0.26 0.000
H -3.78 0.33 -2.61 0.000
H -4.33 -1.03 -1.51 0.000
H -3.57 -1.84 -3.95 0.000
H -1.83 -2.32 -3.80 0.000
H -2.21 -0.65 -4.25 0.000
```

total energy	-2956.961482	Ha
net charge	0
expectation value of S²	0.76
multiplicity	2

C10H16O | the ωB97M-V functional and the def2-TZVPD basis

Geometry as XYZ:
```
27
Properties=species:S:1:pos:R:3:nbo_charge:R:1
C 2.81 -1.13 -1.02 -0.115
C 2.76 -2.16 0.04 -0.669
O 3.88 -1.59 -1.96 -0.733
H 1.78 -0.75 -1.57 0.182
H 3.57 -0.31 -0.76 0.216
H 1.65 -2.38 0.28 0.210
H 3.49 -2.33 -2.43 0.449
H 3.11 -1.84 1.04 0.228
H 3.25 -3.17 -0.33 0.231
C 0.42 1.21 1.12 -0.431
C 0.36 1.07 2.69 -0.622
C -0.95 0.91 0.57 0.010
C -2.18 1.44 1.05 -0.250
C -0.89 0.20 -0.65 -0.231
C -3.28 1.04 0.26 -0.180
C -2.09 -0.26 -1.32 -0.191
C -3.26 0.17 -0.85 -0.240
H 0.57 2.32 0.96 0.218
H 1.13 0.57 0.61 0.216
H 1.36 0.48 2.89 0.211
H -2.50 2.32 1.78 0.243
H 0.00 0.18 -1.19 0.199
H -4.18 1.46 0.34 0.192
H -2.05 -0.80 -2.30 0.212
H -4.19 -0.18 -1.28 0.212
H -0.44 0.27 2.98 0.211
H 0.23 1.93 3.34 0.220
```

SMILES string	CCc1ccccc1.CCO
net charge	0
ΔE to the lowest compared entry with this formula, charge and spin	4.221	eV

Number 1: M 552.64 g mol⁻¹. Number 2: M 318.11 g mol⁻¹. Number 3: M 518.87 g mol⁻¹. Number 4: M 419.49 g mol⁻¹. Number 5: M 632.69 g mol⁻¹. Number 6: M 152.24 g mol⁻¹.